(1)
85
Properties=species:S:1:pos:R:3:forces:R:3 method="wB97M-V/def2-TZVPD" homo_lumo_gap_ev="8.2 / 4.9" de_lowest_ev=0.000 max_force_ha_per_bohr=0.0164 spin_multiplicity=6 lumo_energy_ev="-5.1548 / -8.5156" s2=8.79 total_charge=+2 homo_energy_ha="-0.4897 / -0.4934"
Fe 0.843 -0.023 0.414 -0.643 -0.197 0.314
C 0.223 -4.783 -0.256 0.011 0.101 0.077
C 0.017 -3.528 0.557 0.011 -0.109 -0.056
C -1.271 -3.006 0.729 -0.079 0.023 -0.121
C -1.511 -1.914 1.540 0.025 -0.007 0.034
C -0.457 -1.332 2.253 -0.074 -0.158 0.011
C 0.838 -1.822 2.091 0.227 -0.200 -0.335
C 1.071 -2.895 1.208 0.081 0.039 0.186
H 0.174 -4.588 -1.329 -0.023 0.053 -0.009
H -0.556 -5.513 -0.032 0.044 0.042 0.018
H 1.189 -5.241 -0.045 -0.021 0.034 -0.004
H -2.109 -3.494 0.241 0.047 0.013 0.020
H -2.520 -1.547 1.682 0.003 0.003 -0.010
H -0.658 -0.606 3.025 -0.046 0.202 0.046
H 1.641 -1.471 2.732 0.010 0.039 -0.058
H 2.072 -3.303 1.122 -0.026 0.065 -0.019
Cl 6.125 4.489 -1.498 0.233 0.323 -0.103
C 5.184 3.165 -1.149 -0.428 -0.261 0.154
C 3.854 3.381 -0.613 0.679 0.121 -0.280
Cl 3.255 4.948 -0.376 0.041 0.113 -0.010
C 3.109 2.301 -0.310 -0.163 -0.784 0.120
Cl 1.512 2.407 0.345 0.456 0.415 -0.312
C 3.588 0.945 -0.497 0.439 0.578 -0.173
O 2.877 -0.029 -0.199 -0.557 -0.520 0.358
C 4.920 0.762 -1.059 -0.498 0.104 0.235
Cl 5.446 -0.823 -1.284 0.066 -0.170 -0.035
C 5.690 1.851 -1.375 -0.179 0.434 0.080
Cl 7.240 1.649 -2.028 0.148 0.007 -0.055
C -5.576 0.102 2.361 -0.027 -0.014 -0.040
C -5.191 0.526 1.095 0.042 0.016 -0.019
C -3.920 1.046 0.893 -0.098 -0.089 0.116
C -3.033 1.162 1.963 -0.083 -0.021 -0.105
C -3.415 0.723 3.227 -0.079 -0.111 -0.024
C -4.687 0.192 3.421 0.072 0.026 0.044
As -1.249 1.819 1.615 0.378 -0.124 0.074
C -0.565 2.202 3.387 -0.007 0.012 0.127
C 0.685 1.718 3.764 -0.030 0.062 0.043
C 1.201 1.975 5.029 -0.035 0.020 -0.004
C 0.461 2.725 5.931 -0.021 0.006 0.009
C -0.786 3.221 5.566 0.037 -0.024 -0.038
C -1.298 2.962 4.302 0.075 -0.042 0.022
C -1.481 3.600 0.869 -0.013 0.013 -0.144
C -1.057 4.754 1.524 -0.008 0.045 -0.085
C -1.196 5.996 0.908 -0.028 -0.071 0.046
C -1.753 6.091 -0.359 0.007 -0.006 0.008
C -2.154 4.940 -1.026 -0.018 -0.057 0.012
C -2.010 3.700 -0.418 0.055 0.144 -0.046
H -6.570 -0.298 2.520 0.044 0.009 -0.012
H -5.881 0.452 0.264 0.027 0.007 0.037
H -3.633 1.359 -0.102 -0.002 0.031 -0.013
H -2.735 0.784 4.066 0.002 0.033 0.015
H -4.982 -0.142 4.408 0.016 0.019 -0.043
H 1.282 1.140 3.068 0.040 -0.087 -0.071
H 2.176 1.592 5.310 -0.053 0.014 -0.023
H 0.856 2.924 6.920 -0.027 -0.001 -0.053
H -1.362 3.811 6.269 0.018 -0.030 -0.034
H -2.270 3.352 4.029 -0.049 0.013 -0.016
H -0.617 4.702 2.510 -0.012 -0.010 0.019
H -0.880 6.891 1.431 -0.011 -0.074 -0.032
H -1.874 7.060 -0.829 0.018 -0.055 0.026
H -2.581 5.008 -2.020 0.022 -0.004 0.057
H -2.308 2.813 -0.964 -0.006 -0.022 -0.011
C 1.798 -2.122 -2.435 -0.049 0.007 -0.044
As 0.424 -0.841 -1.966 0.278 0.018 0.239
C -1.147 -1.632 -2.724 -0.170 -0.029 0.017
C 0.829 0.628 -3.190 0.047 -0.002 -0.186
C 0.869 0.206 -4.636 0.037 0.184 0.296
C 2.048 -0.265 -5.201 0.225 -0.114 -0.092
C 2.082 -0.673 -6.530 0.134 0.031 0.156
C 0.936 -0.605 -7.305 -0.023 -0.038 -0.102
C -0.240 -0.124 -6.752 -0.108 0.089 0.103
C -0.271 0.284 -5.424 -0.232 -0.055 -0.162
H 1.623 -2.472 -3.450 0.038 -0.022 -0.026
H 1.778 -2.958 -1.743 -0.017 -0.077 0.048
H 2.771 -1.644 -2.372 0.026 0.008 -0.002
H -0.920 -1.855 -3.763 -0.087 -0.047 -0.072
H -1.987 -0.943 -2.667 -0.040 -0.004 0.005
H -1.390 -2.545 -2.186 -0.023 -0.037 -0.002
H 1.797 1.017 -2.867 0.010 0.062 -0.016
H 0.080 1.397 -3.004 -0.018 0.079 -0.057
H 2.956 -0.307 -4.602 -0.085 0.003 -0.080
H 3.008 -1.034 -6.961 -0.040 0.019 0.034
H 0.962 -0.916 -8.343 -0.004 0.015 0.057
H -1.134 -0.053 -7.358 0.016 -0.002 0.023
H -1.193 0.673 -5.000 0.059 -0.020 -0.051

(2)
82
Properties=species:S:1:pos:R:3:forces:R:3 method="wB97M-V/def2-TZVPD" homo_lumo_gap_ev=6.3 de_lowest_ev=1.363 max_force_ha_per_bohr=0.0438 lumo_energy_ev=-3.9322 total_charge=+1 homo_energy_ha=-0.3743
Ir -0.145 -0.758 -0.097 -2.227 0.103 -0.098
S -0.893 -2.938 -0.791 0.652 2.038 0.702
C 0.304 -3.561 -1.921 0.294 -0.109 -0.042
C -0.063 -4.647 -2.714 -0.074 0.021 0.105
C 0.826 -5.174 -3.637 0.059 0.050 0.016
C 2.094 -4.627 -3.778 -0.004 -0.057 -0.018
C 2.470 -3.565 -2.973 0.119 0.040 0.158
C 1.590 -3.037 -2.035 0.103 -0.014 -0.270
As 2.064 -1.550 -0.891 0.074 -1.486 0.507
C 2.595 -2.389 0.781 0.153 0.161 0.125
C 2.417 -3.737 1.058 0.005 -0.022 -0.235
C 2.738 -4.226 2.318 -0.022 -0.020 0.041
C 3.233 -3.374 3.295 -0.005 0.025 0.032
C 3.412 -2.025 3.018 0.004 -0.013 0.026
C 3.084 -1.532 1.767 0.002 -0.022 -0.204
C 3.805 -1.017 -1.590 -0.399 0.546 -0.009
C 4.963 -1.556 -1.045 -0.113 -0.120 0.117
C 6.190 -1.271 -1.623 0.029 0.032 -0.081
C 6.264 -0.447 -2.737 0.003 -0.025 0.049
C 5.107 0.104 -3.270 0.033 0.018 -0.051
C 3.877 -0.176 -2.696 -0.154 0.009 0.019
H -1.056 -5.065 -2.606 0.003 -0.015 -0.044
H 0.523 -6.007 -4.257 -0.019 0.002 0.006
H 2.785 -5.025 -4.508 -0.002 0.002 0.004
H 3.464 -3.143 -3.064 0.011 -0.005 -0.055
H 2.030 -4.404 0.297 -0.009 -0.002 0.019
H 2.596 -5.276 2.537 0.005 0.002 -0.012
H 3.474 -3.761 4.277 0.015 -0.007 -0.012
H 3.791 -1.356 3.780 0.006 -0.007 -0.003
H 3.203 -0.476 1.545 0.031 0.004 0.096
H 4.913 -2.203 -0.179 0.016 -0.009 -0.011
H 7.090 -1.700 -1.202 0.001 0.002 0.003
H 7.223 -0.232 -3.187 -0.005 0.008 0.001
H 5.165 0.750 -4.136 -0.024 0.008 0.008
H 2.974 0.254 -3.114 0.012 -0.001 -0.034
C -0.903 4.316 1.165 -0.065 -0.039 0.005
C -2.379 4.505 1.393 0.004 -0.080 -0.117
C -2.826 5.576 2.162 -0.025 -0.020 0.009
C -4.176 5.812 2.365 0.004 0.006 0.007
C -5.119 4.973 1.790 -0.044 0.034 0.023
C -4.701 3.896 1.029 0.003 -0.106 0.021
C -3.345 3.653 0.837 -0.042 0.152 0.192
N -2.971 2.542 0.020 0.198 0.018 -0.233
C -2.161 1.519 0.401 -0.580 0.148 0.065
N -2.030 1.361 1.724 -0.076 0.252 0.077
C -1.324 0.427 2.488 0.152 -0.232 -0.111
C -0.551 -0.596 1.935 0.211 0.176 -1.677
C -0.004 -1.549 2.789 0.178 -0.328 0.085
C -0.153 -1.452 4.157 -0.041 0.040 -0.085
C -0.865 -0.386 4.695 -0.010 0.037 -0.037
C -1.468 0.557 3.882 0.030 -0.022 0.177
C -2.284 1.671 4.488 0.031 -0.096 -0.060
N -1.609 0.720 -0.481 1.409 -1.149 1.111
C -1.728 1.013 -1.869 0.025 -0.004 -0.423
C -0.846 1.925 -2.448 0.022 -0.130 0.135
C -0.932 2.218 -3.797 0.022 0.025 -0.017
C -1.898 1.591 -4.570 0.001 0.001 -0.021
C -2.767 0.678 -3.994 -0.022 -0.013 -0.038
C -2.705 0.371 -2.638 0.018 0.025 0.228
C -3.653 -0.603 -2.001 0.005 0.034 0.013
H -0.383 5.264 1.281 0.011 -0.014 -0.004
H -0.700 3.936 0.163 0.004 -0.009 -0.022
H -0.474 3.612 1.881 0.031 -0.020 -0.003
H -2.093 6.248 2.590 -0.007 -0.005 0.004
H -4.492 6.658 2.960 0.000 -0.009 0.004
H -6.175 5.151 1.940 0.002 0.009 -0.023
H -5.425 3.229 0.578 0.020 -0.022 0.013
H -3.232 2.568 -0.954 0.112 0.003 -0.043
H -2.590 2.005 2.264 -0.008 0.038 -0.013
H 0.542 -2.389 2.378 -0.019 0.080 -0.038
H 0.284 -2.199 4.806 0.013 -0.010 -0.017
H -0.963 -0.297 5.770 -0.039 0.027 -0.007
H -2.183 1.652 5.571 -0.038 0.027 0.009
H -3.347 1.557 4.256 -0.008 0.053 0.014
H -1.963 2.661 4.149 -0.001 0.004 -0.007
H -0.091 2.386 -1.821 0.004 0.029 -0.016
H -0.246 2.927 -4.241 -0.013 -0.001 -0.004
H -1.974 1.814 -5.626 0.000 -0.015 0.003
H -3.515 0.187 -4.604 0.004 0.008 -0.003
H -4.283 -1.078 -2.750 -0.009 0.005 0.005
H -4.302 -0.105 -1.275 -0.019 -0.006 -0.009
H -3.104 -1.376 -1.463 -0.022 -0.040 -0.029

(3)
91
Properties=species:S:1:pos:R:3:forces:R:3 method="wB97M-V/def2-TZVPD" homo_lumo_gap_ev="5.9 / 7.1" max_force_ha_per_bohr=0.0207 spin_multiplicity=2 lumo_energy_ev="-4.4092 / -3.4274" s2=0.80 total_charge=+1 homo_energy_ha="-0.3795 / -0.3879"
Cr 0.183 -0.052 0.460 0.961 -0.203 0.417
C -4.685 -1.230 2.453 0.003 0.066 -0.072
C -3.348 -1.595 1.903 0.125 0.024 0.144
C -2.744 -2.833 1.838 0.000 -0.151 -0.207
C -1.481 -2.629 1.276 -0.162 0.126 0.230
N -1.320 -1.305 1.034 0.018 -0.245 -0.227
N -2.478 -0.698 1.420 -0.211 -0.029 -0.058
B -2.718 0.794 1.144 0.268 -0.051 -0.060
N -1.700 1.620 1.944 -0.191 0.104 0.194
N -0.396 1.408 1.677 0.098 -0.051 -0.374
C 0.313 2.373 2.275 -0.131 0.115 0.194
C -0.560 3.183 3.003 0.056 0.041 -0.001
C -1.831 2.686 2.753 0.057 -0.080 -0.063
C -3.157 3.188 3.211 0.022 -0.054 -0.044
C 1.742 2.515 2.020 0.130 0.000 -0.024
C 2.241 2.166 0.765 -0.170 -0.109 0.099
C 3.580 2.315 0.461 0.136 -0.065 -0.012
C 4.442 2.828 1.419 -0.003 -0.033 -0.035
C 3.956 3.187 2.670 0.020 0.018 0.034
C 2.612 3.039 2.971 -0.002 -0.056 0.020
N -2.406 1.040 -0.350 -0.203 -0.003 0.008
N -1.130 0.938 -0.823 0.006 0.033 -0.212
C -1.171 1.317 -2.111 -0.215 -0.003 0.081
C -2.490 1.602 -2.471 0.081 0.120 -0.042
C -3.241 1.432 -1.324 0.028 0.018 -0.023
C -4.705 1.632 -1.123 0.044 0.024 0.089
C -0.025 1.472 -3.022 0.058 -0.107 -0.061
C 1.038 2.319 -2.726 -0.063 0.008 0.013
C 2.048 2.524 -3.653 0.097 0.001 -0.018
C 2.009 1.882 -4.884 0.044 -0.055 -0.001
C 0.945 1.045 -5.192 -0.010 -0.010 0.043
C -0.071 0.849 -4.268 0.029 -0.006 -0.031
C -0.500 -3.709 1.068 0.137 -0.024 0.024
C 0.367 -3.749 -0.018 -0.121 0.020 -0.032
C 1.282 -4.778 -0.159 0.039 -0.022 -0.004
C 1.339 -5.794 0.784 0.012 0.007 -0.006
C 0.464 -5.778 1.861 0.002 -0.016 0.005
C -0.448 -4.746 2.002 0.002 0.093 0.015
H -5.153 -2.107 2.893 0.010 -0.018 -0.012
H -4.587 -0.467 3.225 -0.037 -0.016 -0.005
H -5.347 -0.838 1.678 0.018 -0.007 0.026
H -3.183 -3.778 2.112 0.055 0.030 0.030
H -3.835 1.103 1.412 -0.015 0.010 -0.015
H -0.305 4.046 3.596 -0.027 -0.028 -0.046
H -3.021 4.046 3.866 -0.004 -0.013 0.000
H -3.767 3.494 2.360 -0.007 0.017 0.035
H -3.705 2.417 3.754 0.010 0.024 0.007
H 1.553 1.839 -0.013 -0.010 0.028 -0.064
H 3.951 2.030 -0.516 -0.034 -0.002 0.024
H 5.494 2.942 1.192 -0.008 0.002 0.025
H 4.633 3.573 3.420 -0.015 -0.005 -0.020
H 2.239 3.303 3.952 0.013 0.001 0.000
H -2.837 1.946 -3.431 0.028 0.002 0.023
H -5.172 1.895 -2.069 0.004 -0.005 -0.007
H -5.180 0.728 -0.739 -0.009 0.020 -0.010
H -4.897 2.436 -0.410 -0.016 -0.033 -0.022
H 1.056 2.852 -1.785 -0.015 0.024 0.005
H 2.860 3.203 -3.424 -0.022 -0.022 0.018
H 2.797 2.047 -5.609 -0.028 0.019 0.018
H 0.897 0.555 -6.157 0.005 0.020 0.009
H -0.910 0.203 -4.505 0.033 0.043 0.004
H 0.318 -2.967 -0.754 0.026 0.118 -0.044
H 1.965 -4.781 -1.001 -0.034 0.003 0.004
H 2.065 -6.590 0.682 -0.028 0.005 0.003
H 0.502 -6.567 2.601 -0.004 0.024 -0.008
H -1.106 -4.724 2.861 0.023 -0.004 0.006
C 4.299 -0.889 -3.047 0.044 0.086 -0.036
N 3.034 -1.458 -3.487 -0.133 0.020 0.145
C 2.841 -2.140 -4.669 0.152 0.020 -0.022
C 1.572 -2.566 -4.683 -0.135 0.011 0.008
N 0.974 -2.139 -3.501 0.250 0.033 -0.048
C 1.886 -1.435 -2.766 -0.146 -0.057 -0.387
S 1.879 -0.737 -1.217 -0.304 0.057 0.567
C -0.366 -2.504 -3.173 -0.193 -0.144 0.081
C -0.824 -3.763 -3.547 0.116 -0.075 0.016
C -2.140 -4.081 -3.268 -0.003 0.017 -0.004
C -2.936 -3.143 -2.631 0.037 -0.009 0.015
C -2.363 -1.932 -2.282 -0.093 0.017 0.179
N -1.098 -1.610 -2.546 0.072 -0.001 -0.080
H 5.105 -1.371 -3.593 -0.038 -0.009 -0.030
H 4.423 -1.063 -1.982 0.023 -0.047 0.031
H 4.319 0.184 -3.233 -0.054 0.036 -0.013
H 3.622 -2.255 -5.401 -0.002 0.025 0.059
H 1.029 -3.102 -5.439 -0.044 0.010 0.037
H -0.165 -4.488 -4.004 0.019 0.022 -0.016
H -2.530 -5.054 -3.537 0.001 0.020 0.002
H -3.972 -3.347 -2.399 0.018 0.011 0.009
H -2.945 -1.175 -1.768 0.046 -0.011 0.009
Se 1.468 -1.188 2.232 -0.979 -0.047 -0.237
C 3.217 -0.716 2.359 0.533 0.328 -0.181
N 4.333 -0.468 2.515 -0.089 0.005 -0.094